[1]
ORCA calculation (ωB97M-V/def2-TZVPD) on a molecular structure, C6H11NO2.

```
20
Properties=species:S:1:pos:R:3
C 1.0887 -1.3390 1.1822
C 0.1642 -0.1693 1.4113
N 0.8206 1.1664 1.2114
O -0.7583 -0.1717 2.2129
H 1.7787 1.1917 0.8723
H 0.6727 1.8126 1.9835
H 1.8024 -1.1486 0.3806
H 1.6360 -1.5351 2.1082
H 0.4855 -2.2104 0.9286
C 0.0251 -0.5490 -1.9453
C -0.7139 0.0309 -0.7731
C -0.1214 1.6637 -0.3348
C -2.0117 -0.2222 -0.5700
O 0.5648 2.2275 -1.1705
H -0.9805 2.1093 0.1811
H -0.6489 -0.7677 -2.7788
H 0.7831 0.1398 -2.3276
H 0.5161 -1.4893 -1.6794
H -2.5661 -0.9322 -1.1780
H -2.5372 0.1925 0.2853
```

As for the LUMO energy: 0.1 eV. The calculation puts the HOMO energy at -0.32614 Eh. As for the relative energy (zero: lowest compared OMol25 entry of this formula, charge and spin): 85.2 kcal/mol. As for the total charge: 0. The HOMO-LUMO gap is 8.973 eV. Its multiplicity is 1.

[2]
ORCA calculation (ωB97M-V/def2-TZVPD) on a molecular structure, C6H11NO2.

```
20
Properties=species:S:1:pos:R:3
C 0.5038 0.3788 0.6296
C 0.3900 1.1294 1.9110
C -1.0243 -0.3602 -2.0504
N 0.6485 -2.0241 0.6712
C -0.2607 -0.8876 0.5901
C -0.5150 0.4571 -0.8807
C -0.7053 1.7667 -1.0871
O 2.0523 -1.9189 0.5270
O -1.3715 -1.0690 1.1091
H 2.2530 -2.2846 -0.3461
H 0.4587 -2.6072 1.4827
H 1.5192 0.3349 0.2399
H 0.2529 2.1855 1.6578
H -0.5383 0.8975 2.4416
H 1.2355 1.0322 2.5867
H -0.2153 -0.9776 -2.4465
H -1.8377 -1.0287 -1.7578
H -1.4600 0.2190 -2.8622
H -0.9958 2.2264 -2.0202
H -0.3902 2.5303 -0.3957
```

As for the LUMO energy: 0.7 eV. The calculation puts the HOMO energy at -0.32779 Eh. As for the relative energy (zero: lowest compared OMol25 entry of this formula, charge and spin): 148.8 kcal/mol. As for the total charge: 0. The HOMO-LUMO gap is 9.665 eV. Its multiplicity is 1.

[3]
ORCA calculation (ωB97M-V/def2-TZVPD) on a molecular structure, C6H11NO2.

```
20
Properties=species:S:1:pos:R:3
C -1.3736 0.6011 0.0361
C 1.4451 -1.6159 1.0543
C 0.4458 0.6632 -0.7127
N -1.4009 1.6476 0.9639
C 0.6678 -0.6418 -1.1549
C 0.7497 -1.7205 -0.2845
C 1.0717 1.8136 -0.6266
O -2.1406 0.9186 -1.0848
O -1.5160 -0.6048 0.5304
H -0.6645 -1.2981 0.1635
H -2.4679 0.0973 -1.4708
H -1.7196 1.3642 1.8774
H -1.8249 2.4957 0.6214
H 0.4062 -0.8481 -2.1919
H 0.7819 -2.7049 -0.7433
H 2.0838 1.9352 -0.9952
H 0.5940 2.6749 -0.1779
H 1.2899 -0.6282 1.4905
H 1.0527 -2.3609 1.7493
H 2.5194 -1.7883 0.9558
```

As for the LUMO energy: 0.5 eV. The calculation puts the HOMO energy at -0.30987 Eh. As for the relative energy (zero: lowest compared OMol25 entry of this formula, charge and spin): 85.0 kcal/mol. As for the total charge: 0. The HOMO-LUMO gap is 8.954 eV. Its multiplicity is 1.

[4]
ORCA calculation (ωB97M-V/def2-TZVPD) on a molecular structure, C6H11NO2.

```
20
Properties=species:S:1:pos:R:3
C 0.7921 0.8999 1.5538
C 0.6059 0.3073 0.1798
N 1.2832 0.9474 -0.8321
C 0.6347 -1.2048 0.1644
O 1.3609 -1.6818 -0.9662
H 1.0358 -2.5713 -1.1677
H 1.3897 1.9493 -0.7502
H 1.7255 0.3515 -1.5236
H 1.0622 -1.6478 1.0725
H 1.8259 0.7352 1.8774
H 0.6025 1.9763 1.5542
H 0.1239 0.3858 2.2502
C -0.8685 -1.5376 0.1149
C -1.2994 0.5360 -0.0605
C -1.7929 1.0498 -1.1894
O -1.4207 -2.0311 1.1161
H -1.2327 -1.7375 -0.9110
H -1.8145 0.7480 0.8753
H -1.3366 0.8432 -2.1549
H -2.6768 1.6822 -1.2029
```

As for the LUMO energy: 0.2 eV. The calculation puts the HOMO energy at -0.31705 Eh. As for the relative energy (zero: lowest compared OMol25 entry of this formula, charge and spin): 96.0 kcal/mol. As for the total charge: 0. The HOMO-LUMO gap is 8.864 eV. Its multiplicity is 1.

[5]
ORCA calculation (ωB97M-V/def2-TZVPD) on C6H11NO2 in the gas phase.

```
20
Properties=species:S:1:pos:R:3
C -0.5203 -0.5867 2.7299
C 0.6738 -0.7915 1.8055
C 0.8233 0.3378 0.7924
C -0.3846 0.5908 -0.0578
N -0.8836 -0.1141 -0.9777
C 0.8075 -2.2254 1.2504
O 1.8860 -2.5241 2.1535
C 1.9681 -1.1525 2.5687
H -0.4920 -1.3042 3.5618
H -1.4648 -0.7242 2.1875
H -0.5051 0.4290 3.1523
H 1.6514 0.1181 0.0980
H 1.0855 1.2719 1.3158
H 1.1321 -2.2785 0.1997
H -0.0568 -2.8879 1.3994
H 1.9296 -1.0465 3.6629
H 2.8806 -0.6665 2.1872
O -1.1660 1.7586 0.2113
H -1.7657 0.4375 -1.2715
H -0.7153 2.3012 0.8685
```

As for the LUMO energy: 0.6 eV. The calculation puts the HOMO energy at -0.36079 Eh. As for the SMILES: [H]/N=C(\O)CC1(C)COC1. As for the relative energy (zero: lowest compared OMol25 entry of this formula, charge and spin): 50.3 kcal/mol. As for the total charge: 0. The HOMO-LUMO gap is 10.370 eV. Its multiplicity is 1.

[6]
ORCA calculation (ωB97M-V/def2-TZVPD) on 2 unconnected molecules or ions with the total composition C6H11NO2P.

```
21
Properties=species:S:1:pos:R:3
C -4.5636 0.4235 -1.7507
C 1.4068 -1.3783 2.2175
C -2.6465 0.5519 -3.3100
C -2.3701 0.3185 -0.8303
C 2.4645 -0.4715 1.6312
C -3.1594 0.4304 -1.8997
N -5.7090 0.3984 -1.6539
O 0.5728 1.5404 1.6126
O 0.9774 0.2776 -0.5666
P 1.5226 0.8367 0.7078
H 0.7593 -1.7231 1.4120
H 1.8254 -2.2425 2.7405
H 0.7943 -0.8023 2.9086
H -3.4392 0.3539 -4.0341
H -2.2630 1.5571 -3.4791
H -1.8294 -0.1477 -3.4660
H -1.2922 0.3252 -0.8985
H -2.7819 0.2443 0.1634
H 2.6148 1.6887 0.4152
H 3.1131 -1.0091 0.9381
H 3.0768 -0.0127 2.4094
```

As for the LUMO energy: 3.4 eV. The calculation puts the HOMO energy at -0.18393 Eh. As for the relative energy (zero: lowest compared OMol25 entry of this formula, charge and spin): 1.4 kcal/mol. As for the total charge: -1. The HOMO-LUMO gap is 8.442 eV. Its multiplicity is 1.

[7]
ORCA calculation (ωB97M-V/def2-TZVPD) on C6H11NO3 in the gas phase.

```
21
Properties=species:S:1:pos:R:3
C 0.5920 -0.0600 0.5120
C 0.2578 1.3877 -0.2437
C -1.1653 1.2239 -0.8534
C -1.3748 -0.3159 -1.0898
C -0.7181 -0.9799 0.1665
C 1.7982 -0.7620 -0.0162
H 1.1850 0.9711 2.0878
H 1.3793 -0.6248 2.1562
H 1.0354 1.5040 -1.0491
H 0.3163 2.2690 0.4530
H -1.3335 1.8526 -1.7634
H -1.8916 1.4435 -0.0254
H -2.3839 -0.5226 -1.1415
H -0.9191 -0.6673 -2.0144
H -0.4381 -2.0768 -0.0035
H -0.9486 -0.5052 2.0292
H 0.8823 -1.2026 -1.7706
N 0.6688 0.1226 1.9238
O -1.5201 -0.8174 1.2896
O 1.7226 -1.2659 -1.2668
O 2.8552 -0.9742 0.6197
```

As for the LUMO energy: 0.6 eV. The calculation puts the HOMO energy at -0.37438 Eh. As for the SMILES: N[C@]1(C(=O)O)CCC[C@@H]1O. As for the relative energy (zero: lowest compared OMol25 entry of this formula, charge and spin): 38.4 kcal/mol. As for the total charge: 0. The HOMO-LUMO gap is 10.782 eV. Its multiplicity is 1.

[8]
ORCA calculation (ωB97M-V/def2-TZVPD) on 2 unconnected molecules or ions with the total composition C6H11NO6P.

```
25
Properties=species:S:1:pos:R:3
C 0.1737 -1.2700 0.4829
C 1.0777 -0.0307 0.2918
C -1.5276 0.4630 0.1788
C -1.2812 -0.9493 0.6994
C -0.7161 1.1350 0.9671
C 2.5692 -0.4028 0.3623
N -2.4877 0.7205 -0.7309
O -2.5854 -2.2087 -1.6419
O 0.4962 0.9859 1.2011
O 0.1679 -1.9711 -0.7750
O -1.9278 -1.2302 1.9461
O -0.9987 3.1863 -0.7504
O 2.7023 -1.5860 -0.4258
P -1.8613 -2.5788 -0.4882
H 0.4178 -1.9467 1.4465
H 0.8227 0.3748 -0.6685
H 2.5647 -0.7158 1.5216
H 3.2507 0.4109 0.0621
H -3.1014 0.0277 -0.9368
H -2.4209 1.5471 -1.2180
H -1.4208 3.9905 -0.9155
H 1.2096 -2.3304 -0.9124
H -1.3690 -0.9613 2.7298
H -0.2939 3.5846 -0.3465
H 3.7043 -1.8070 -0.4923
```

As for the LUMO energy (spin up / spin down): -4.7 / -4.7 eV. The calculation puts the HOMO energy (spin up / spin down) at -0.45744 / -0.45745 Eh. As for the relative energy (zero: lowest compared OMol25 entry of this formula, charge and spin): 79.7 kcal/mol. As for the total charge: +1. The HOMO-LUMO gap (spin up / spin down) is 7.708 / 7.709 eV. Its multiplicity is 1.

[9]
ORCA calculation (ωB97M-V/def2-TZVPD) on C6H11NO6S in the gas phase.

```
25
Properties=species:S:1:pos:R:3
O -1.2786 2.8180 0.5067
O 1.4057 3.3440 1.1650
O -3.0507 0.8330 -0.8263
O 2.2584 -1.5394 1.0124
O 0.0610 -0.6262 1.0121
O 2.2607 0.8194 2.6151
S 1.4238 -0.4096 -1.2350
C -0.4144 1.7852 0.8838
C 0.9096 2.0415 1.0760
N 3.6607 -1.6669 0.6419
C -1.7293 0.1213 -0.7467
C 1.4309 -0.4645 0.6234
C -0.9771 0.3404 0.7356
C 1.9370 0.8689 1.1504
H -2.1884 2.5069 0.1134
H 0.7620 4.0979 1.0915
H -3.6697 0.4084 -0.2336
H 1.4295 0.6123 3.2199
H 2.7296 -0.4174 -1.3313
H 4.1883 -0.8137 0.6445
H 4.1397 -2.3995 1.2046
H -2.0690 -0.9397 -0.7304
H -1.0776 0.5180 -1.5283
H -1.7726 0.2302 1.5722
H 2.8596 1.1609 0.5924
```

As for the LUMO energy: 0.5 eV. The calculation puts the HOMO energy at -0.29883 Eh. As for the SMILES: NO[C@@]1(S)O[C@H](CO)C(O)=C(O)[C@H]1O. As for the relative energy (zero: lowest compared OMol25 entry of this formula, charge and spin): 94.2 kcal/mol. As for the total charge: 0. The HOMO-LUMO gap is 8.589 eV. Its multiplicity is 1.

[10]
ORCA calculation (ωB97M-V/def2-TZVPD) on a molecular structure, C6H11NS.

```
19
Properties=species:S:1:pos:R:3
C 1.1361 -1.9110 2.0450
C 0.9765 -1.1697 0.6783
C -0.3723 -1.3896 -0.0521
C -0.1576 -0.6032 -1.3736
C 0.4088 0.7712 -0.7314
C 0.3740 0.2475 0.7285
H 1.5120 -2.9089 1.8902
H 0.2281 -1.9165 2.6385
H 1.9592 -1.4099 2.5427
H 1.9196 -1.3266 0.1157
H -0.8158 -2.3730 -0.2569
H 0.6630 -1.1446 -1.9545
H -1.0785 -0.5195 -1.9773
H 1.3715 1.0812 -1.0800
H -1.7493 1.6281 -0.6498
H 0.6832 1.0433 1.4749
H -1.3168 -0.7621 1.5991
N -1.0490 -0.3304 0.7446
S -0.6391 2.2032 -1.0827
```

As for the LUMO energy: 1.0 eV. The calculation puts the HOMO energy at -0.31881 Eh. As for the relative energy (zero: lowest compared OMol25 entry of this formula, charge and spin): 30.3 kcal/mol. As for the total charge: 0. The HOMO-LUMO gap is 9.673 eV. Its multiplicity is 1.

[11]
ORCA calculation (ωB97M-V/def2-TZVPD) on C6H11NSSi2 in the gas phase.

```
21
Properties=species:S:1:pos:R:3
C -0.4906 0.8390 -1.9875
C -0.8408 -0.4634 -1.8903
C -0.7022 1.6755 -0.8878
C -1.1612 -1.0845 -0.5645
C -1.2583 1.2202 0.2753
C -1.6846 -0.1810 0.4252
N 1.7724 -0.4246 0.4838
Si 1.7709 0.4529 2.0231
Si 0.7875 -1.6317 -0.0482
S -2.7690 -0.5478 1.6352
H -0.3700 1.3707 -2.8471
H -0.9498 -1.1471 -2.6917
H -0.2505 2.7165 -0.9864
H -1.8249 -1.9527 -0.7704
H -1.3093 1.8821 1.2352
H 2.0828 0.2843 -0.1623
H 2.0172 -0.7394 2.9024
H 3.1685 1.1280 2.2349
H 0.5521 1.1871 2.0801
H 0.3665 -2.5586 0.9562
H 1.0933 -2.0255 -1.4153
```

As for the LUMO energy (spin up / spin down): -0.4 / -0.4 eV. The calculation puts the HOMO energy (spin up / spin down) at -0.29119 / -0.29117 Eh. As for the SMILES: [SiH3]N[SiH2][C@@H]1C=CC=CC1=S. As for the relative energy (zero: lowest compared OMol25 entry of this formula, charge and spin): 0.0 kcal/mol. As for the total charge: 0. The HOMO-LUMO gap (spin up / spin down) is 7.554 / 7.554 eV. Its multiplicity is 1.

[12]
ORCA calculation (ωB97M-V/def2-TZVPD) on a gas-phase ion, C6H11O (charge -1).

```
18
Properties=species:S:1:pos:R:3
C -0.9132 -1.9798 1.5255
O -1.7470 -2.1291 2.5496
C 0.1360 -0.8592 1.7849
C 0.7778 -0.2764 0.5043
C -0.0416 0.6806 -0.2817
C 0.5834 1.5491 -1.1246
C 0.0034 1.7529 -2.5049
H -0.2108 -2.8539 1.2298
H -1.4642 -1.8050 0.5258
H 0.8613 -1.0544 2.5630
H -0.5065 -0.0683 2.2272
H 1.0599 -1.2061 -0.0128
H 1.6919 0.2165 0.8221
H -1.1138 0.4756 -0.3552
H 1.4384 2.1027 -0.7611
H -0.9555 1.2564 -2.7146
H -0.1860 2.8268 -2.6427
H 0.5864 1.3714 -3.3346
```

As for the LUMO energy: 3.6 eV. The calculation puts the HOMO energy at -0.08046 Eh. As for the SMILES: C/C=C/CCC[O-]. As for the relative energy (zero: lowest compared OMol25 entry of this formula, charge and spin): 32.0 kcal/mol. As for the total charge: -1. The HOMO-LUMO gap is 5.742 eV. Its multiplicity is 1.

Looking at strongest force on any atom for the records above, in order, we have 4.04; 7.35; 2.20; 3.25; 2.72; 0.98; 3.66; 4.95; 3.67; 2.37; 3.36; 2.80 eV/Å.